(1)
Computed, not measured: a structure of composition C53H45N8O2S3Sc, with ωB97M-V/def2-TZVPD.

Last column: Löwdin charge in e.
Element x y z (Å)
Sc  -0.05468  -0.17625  0.21441  0.923
C  -0.91164  -1.34112  4.56288  -0.011
C  -2.28811  -1.26578  4.68848  -0.022
C  -3.05833  -1.05369  3.55636  0.011
C  -2.41792  -0.88826  2.33650  -0.197
N  -1.08603  -0.86762  2.23698  0.054
C  -0.34924  -1.13174  3.31566  -0.100
C  -3.13600  -0.81092  1.03916  -0.167
C  -4.50776  -0.98524  0.93438  0.024
C  -5.08282  -0.99528  -0.32277  -0.007
C  -4.27625  -0.83348  -1.43414  0.014
C  -2.91120  -0.65175  -1.25350  -0.198
N  -2.35928  -0.64089  -0.03647  0.108
C  -1.97787  -0.46914  -2.39618  -0.202
C  -2.42118  -0.39907  -3.70913  0.015
C  -1.49669  -0.24822  -4.72902  -0.021
C  -0.15477  -0.17905  -4.40597  -0.019
C  0.20275  -0.25070  -3.07100  -0.095
N  -0.67872  -0.38182  -2.08218  0.058
H  -0.27891  -1.56754  5.41024  0.120
H  -2.76278  -1.40227  5.65109  0.123
H  -4.13650  -1.03870  3.62541  0.113
H  0.71581  -1.20346  3.14672  0.089
H  -5.11630  -1.14086  1.81261  0.116
H  -6.14819  -1.14593  -0.43827  0.127
H  -4.70506  -0.86670  -2.42447  0.114
H  -3.47238  -0.46827  -3.94619  0.112
H  -1.82494  -0.19758  -5.75850  0.124
H  0.60763  -0.07745  -5.16537  0.119
H  1.23698  -0.20784  -2.77240  0.092
N  2.44984  -0.19682  -0.70367  -0.014
C  2.86842  -1.59798  -0.46528  -0.130
C  1.87787  -2.19227  0.53347  -0.622
O  2.19766  -2.68189  1.59018  0.089
O  0.63876  -2.01636  0.12520  -0.151
H  2.92764  0.16323  -1.52003  0.080
H  2.74104  0.37330  0.08075  0.047
H  3.88540  -1.68532  -0.08770  0.125
H  2.78118  -2.14898  -1.40142  0.128
N  -0.73456  1.87055  -0.24909  -0.311
S  -0.79033  3.28529  -0.56547  0.784
N  -0.29814  4.38355  0.55381  -0.352
S  1.13421  4.51851  1.11030  0.886
N  2.01397  3.30901  1.48869  -0.350
S  1.59200  1.98778  2.37724  0.802
N  1.22887  0.79660  1.62701  -0.314
C  3.06957  1.80007  3.34008  -0.320
C  4.15849  2.65014  3.24945  -0.065
C  5.29164  2.37415  4.00384  -0.051
C  5.32488  1.26551  4.83542  -0.045
C  4.22311  0.42054  4.92167  -0.039
C  3.09260  0.68260  4.16902  -0.053
C  0.38327  2.55909  3.55622  -0.304
C  0.74711  3.18714  4.74118  -0.052
C  -0.24870  3.61044  5.60743  -0.051
C  -1.58531  3.40871  5.28684  -0.052
C  -1.93593  2.78580  4.09662  -0.051
C  -0.94915  2.35263  3.22303  -0.079
C  2.16707  5.39358  -0.03227  -0.319
C  3.48402  5.02077  -0.24764  -0.066
C  4.23985  5.75019  -1.15314  -0.049
C  3.67781  6.82662  -1.82566  -0.041
C  2.35355  7.18361  -1.59980  -0.042
C  1.58797  6.46756  -0.69599  -0.053
C  0.91362  5.62274  2.47782  -0.309
C  2.06882  6.03459  3.13174  -0.057
C  1.95419  6.88370  4.21674  -0.042
C  0.69626  7.30594  4.63587  -0.042
C  -0.44483  6.88096  3.97226  -0.048
C  -0.34563  6.03280  2.87804  -0.055
C  0.12761  3.74430  -2.02347  -0.299
C  1.39638  3.18493  -2.12189  -0.092
C  2.20600  3.52894  -3.19159  -0.058
C  1.73908  4.40825  -4.16223  -0.052
C  0.46547  4.94774  -4.05970  -0.050
C  -0.34730  4.62608  -2.98082  -0.046
C  -2.42268  3.94104  -0.81633  -0.315
C  -3.36872  3.02022  -1.23975  -0.051
C  -4.66890  3.44254  -1.47502  -0.049
C  -5.00905  4.77465  -1.28760  -0.048
C  -4.05284  5.68816  -0.85929  -0.050
C  -2.75188  5.27588  -0.61998  -0.074
H  4.13136  3.51706  2.60367  0.084
H  6.15146  3.02767  3.93755  0.116
H  6.21289  1.05133  5.41637  0.119
H  4.25191  -0.44675  5.56752  0.120
H  2.23753  0.02087  4.22497  0.104
H  1.78841  3.33522  4.99627  0.121
H  0.02278  4.09387  6.53709  0.120
H  -2.35683  3.73789  5.97166  0.117
H  -2.97952  2.63167  3.85037  0.115
H  -1.20532  1.87627  2.28666  0.077
H  3.90568  4.16561  0.26521  0.104
H  5.27092  5.47509  -1.33190  0.119
H  4.27381  7.39242  -2.53017  0.120
H  1.91774  8.02230  -2.12643  0.121
H  0.55522  6.73961  -0.51298  0.118
H  3.04497  5.70173  2.79769  0.114
H  2.84172  7.22069  4.73473  0.120
H  0.60824  7.97366  5.48309  0.119
H  -1.42113  7.20995  4.30305  0.119
H  -1.22746  5.68424  2.35493  0.108
H  1.73986  2.49213  -1.36001  0.095
H  3.20175  3.11062  -3.27255  0.117
H  2.37045  4.66969  -5.00166  0.117
H  0.09911  5.62362  -4.82133  0.118
H  -1.33954  5.05202  -2.90610  0.113
H  -3.08393  1.98412  -1.36740  0.088
H  -5.41495  2.73007  -1.80271  0.112
H  -6.02279  5.10620  -1.47205  0.118
H  -4.32354  6.72493  -0.70879  0.117
H  -2.00825  5.98285  -0.27658  0.103

For the frontier orbital gap, the calculation gives 0.3127 Eh. The energy above the lowest of the compared OMol25 structures with the same formula, charge and spin is 0.905 eV. As for the net charge: +2. Its multiplicity is 1. As for the HOMO energy: -0.492 hartree. Its LUMO energy is -0.1793 Ha. The total energy comes out at -4590.049644 a.u.



(2)
Computed, not measured: a structure of composition C53H48AsCoN7O2, with ωB97M-V/def2-TZVPD.

Last column: Löwdin spin population.
Element x y z (Å)
Co  -0.83977  -0.94219  0.20697  2.700
C  5.51410  -2.05975  -1.71767  0.001
C  4.30162  -1.87949  -0.87686  0.005
C  4.30646  -1.49024  0.46500  -0.006
C  3.08460  -1.34230  1.08339  0.005
C  1.86089  -1.79592  0.53623  0.000
N  0.62700  -1.79777  1.21733  0.057
C  0.57613  -1.95767  2.58387  0.007
C  1.65932  -2.47301  3.32616  0.003
C  1.80150  -2.30309  4.70430  0.000
C  0.82209  -1.62298  5.43852  0.001
C  1.07864  -1.18665  6.86337  0.000
C  -0.39250  -1.30072  4.79215  0.000
C  -0.59074  -1.60880  3.41853  0.001
N  -1.89060  -1.50833  2.92001  0.008
C  -3.05621  -1.56272  3.69821  -0.002
C  -4.16410  -1.44514  2.84150  0.002
C  -3.65529  -1.38239  1.56166  -0.001
N  -2.25987  -1.47841  1.57023  0.038
C  1.83411  -2.09059  -0.82144  0.009
C  3.08450  -2.08065  -1.52392  -0.005
N  0.77332  -2.53397  -1.57637  -0.019
C  1.08693  -3.46806  -2.52678  0.092
C  0.09137  -4.18399  -3.20403  0.007
C  -1.12856  -3.72695  -3.15575  0.055
N  -0.54793  -2.22661  -1.24730  0.012
H  6.44840  -1.62595  -1.30725  0.000
H  5.28836  -1.89365  -2.81205  0.000
H  5.73379  -3.17371  -1.72581  0.001
H  5.24279  -1.26603  0.99648  0.000
H  2.98983  -0.95674  2.08628  0.000
H  2.31966  -3.16788  2.77113  0.000
H  2.72934  -2.60409  5.16572  0.000
H  1.45547  -0.11231  6.96946  0.000
H  1.77305  -1.91552  7.32877  0.000
H  0.13135  -1.19425  7.49019  0.000
H  -1.21966  -0.77327  5.35002  0.000
H  -3.05149  -1.42177  4.78896  0.000
H  -5.21820  -1.49969  3.05434  0.000
H  -4.16478  -1.34646  0.64727  0.000
H  2.99395  -2.21633  -2.59572  0.001
H  2.10796  -3.85005  -2.47783  0.005
H  0.37843  -5.09723  -3.75604  -0.001
H  -2.02308  -4.23747  -3.53264  0.002
N  -2.60396  2.44560  -0.24142  -0.001
C  -2.93209  1.30717  -0.90622  0.002
N  -4.08687  1.33659  -1.64334  0.000
O  -2.40623  0.17976  -0.69017  0.019
H  -2.81090  3.27125  -0.78730  0.000
H  -1.69684  2.35307  0.17275  0.000
H  -4.40930  2.17392  -2.10421  0.000
H  -4.37718  0.42856  -1.97528  0.000
C  -0.06583  -0.23976  -7.14982  0.157
C  0.03890  0.71219  -6.13587  -0.007
C  -0.39898  0.36041  -4.89306  0.117
C  -0.91641  -0.92826  -4.58048  0.035
C  -0.80312  -1.89278  -5.63440  0.121
C  -0.42174  -1.55077  -6.89239  -0.005
C  -1.44362  -1.13108  -3.32348  0.414
C  -1.51013  -2.40296  -2.50836  0.051
C  -2.91729  -2.76959  -1.99830  0.015
C  -4.02690  -1.95755  -2.29627  0.011
C  -5.31428  -2.36664  -1.91800  0.001
C  -5.47044  -3.54575  -1.16221  0.000
C  -4.33416  -4.31404  -0.76342  0.001
C  -3.09957  -3.92830  -1.23792  0.002
H  0.00360  0.09630  -8.20284  0.008
H  0.45887  1.68251  -6.39704  -0.003
H  -0.21577  1.13472  -4.09980  0.005
H  -1.14709  -2.90217  -5.41361  0.006
H  -0.21472  -2.29702  -7.63822  -0.003
H  -1.70163  -0.26701  -2.68613  0.016
H  -3.92233  -1.00769  -2.85032  0.006
H  -6.18414  -1.86270  -2.31536  0.000
H  -6.45234  -3.73012  -0.79339  0.000
H  -4.42632  -5.17211  -0.07575  0.000
H  -2.22415  -4.55344  -0.94636  0.001
O  0.17590  0.81637  0.65112  0.037
As  0.92536  2.34706  0.93759  0.009
C  1.25669  3.24119  -0.76630  0.001
C  2.34929  2.94755  -1.62396  0.000
C  2.54659  3.60687  -2.78296  0.000
C  1.77279  4.72600  -3.10046  0.000
C  0.67272  5.10225  -2.29952  0.000
C  0.41452  4.31423  -1.18317  0.000
C  2.57394  2.38518  1.99526  0.002
C  2.53246  3.13090  3.17586  0.001
C  3.71708  3.45615  3.79766  0.000
C  4.93382  3.20964  3.16960  0.000
C  4.98114  2.29575  2.11839  0.000
C  3.80147  1.88142  1.49609  0.000
C  -0.47683  3.24904  1.96386  0.001
C  -1.02623  2.49663  2.99820  0.000
C  -2.11964  2.96880  3.75716  0.000
C  -2.53540  4.26798  3.58395  0.000
C  -1.74919  5.08458  2.77958  0.000
C  -0.68126  4.60763  2.04288  0.000
H  3.02967  2.11372  -1.36255  0.000
H  3.34315  3.24868  -3.41348  0.000
H  2.00126  5.22805  -4.01346  0.000
H  0.05837  6.00760  -2.51694  0.000
H  -0.46461  4.52450  -0.58223  0.000
H  1.62464  3.41857  3.62226  0.000
H  3.66550  3.91281  4.78542  0.000
H  5.84367  3.49873  3.66283  0.000
H  5.90946  2.00498  1.67958  0.000
H  3.82493  1.21240  0.61073  0.000
H  -0.65868  1.50343  3.19280  0.000
H  -2.64826  2.29157  4.45519  0.000
H  -3.42440  4.61698  4.06815  0.000
H  -1.86062  6.15298  2.83898  0.000
H  -0.16850  5.26830  1.33126  0.000

For the frontier orbital gap (alpha / beta), the calculation gives 0.2140 / 0.2055 Eh. The energy above the lowest of the compared OMol25 structures with the same formula, charge and spin is 0.000 eV. As for the net charge: +1. Its multiplicity is 5. As for the HOMO energy (alpha / beta): -0.309 / -0.307 hartree. Its LUMO energy (alpha / beta) is -0.0948 / -0.1012 Ha. The total energy comes out at -6200.378141 a.u.



> The lowest net charge belongs to which entry?

C53H48AsCoN7O2